Molecular formula: C4H6N2O
Method: DFT, ωB97M-V with the def2-TZVPD basis set

## Properties
Max |F|: 4.6 eV/A
Relative energy (zero: lowest compared OMol25 entry of this formula, charge and spin): 158.4 kJ/mol
Total charge: 0
E_tot: -9271.85969 eV
SMILES string: C[C@@H](C#N)C(N)=O
Gap between HOMO and LUMO: 10.3 eV

Last column: Mulliken charge in e.
Element x y z (Å)
C 0.9216 -1.1069 0.2375  -1.427
C -0.3295 -0.5028 -0.3743  0.614
C -1.7153 -0.7709 0.3905  0.113
N -2.5545 -1.3943 0.9078  -0.510
C -0.4730 0.9789 -0.3542  0.337
N 0.5882 1.8098 -0.2687  -0.370
O -1.5949 1.3589 0.0864  -0.584
H 1.2621 -0.5468 1.1142  0.358
H 0.7310 -2.1358 0.5591  0.384
H 1.7473 -1.1113 -0.4836  0.364
H -0.5327 -0.8640 -1.3857  0.280
H 0.4055 2.7889 -0.0881  0.246
H 1.5443 1.4962 -0.3408  0.197